1.
Formula: C9H15N3O2S
Source: the Open Molecules 2025 dataset
Level of theory: ωB97M-V/def2-TZVPD

Bonds (Å) are listed after each position.
Element x y z (Å)
1 C -0.502 5.094 2.644  C2 1.524, H28 1.087, H29 1.087, H30 1.088
2 C 0.708 5.009 1.722  C1 1.524, C3 1.522, H26 1.091, H27 1.091
3 C 1.202 3.579 1.566  C2 1.522, H4 1.095, H5 1.095, O6 1.432
4 H 2.139 3.541 0.999  C3 1.095
5 H 1.373 3.108 2.540  C3 1.095
6 O 0.208 2.830 0.859  C3 1.432, C7 1.335
7 C 0.480 1.535 0.679  O6 1.335, O8 1.203, N9 1.372
8 O 1.471 0.965 1.053  C7 1.203
9 N -0.545 0.930 -0.004  C7 1.372, C10 1.368, H25 1.010
10 C -0.541 -0.399 -0.327  N9 1.368, N11 1.290, S24 1.746
11 N -1.508 -0.975 -0.957  C10 1.290, N12 1.329
12 N -1.292 -2.271 -1.163  N11 1.329, C13 1.281
13 C -0.178 -2.707 -0.707  N12 1.281, C14 1.484, S24 1.770
14 C 0.296 -4.111 -0.785  C13 1.484, H15 1.095, H16 1.093, C17 1.529
15 H 0.281 -4.529 0.227  C14 1.095
16 H 1.337 -4.112 -1.119  C14 1.093
17 C -0.558 -4.975 -1.714  C14 1.529, C18 1.523, H22 1.092, H23 1.090
18 C -0.404 -4.572 -3.174  C17 1.523, H19 1.087, H20 1.088, H21 1.086
19 H -0.999 -5.222 -3.809  C18 1.087
20 H 0.636 -4.644 -3.486  C18 1.088
21 H -0.743 -3.549 -3.315  C18 1.086
22 H -0.258 -6.017 -1.588  C17 1.092
23 H -1.603 -4.879 -1.421  C17 1.090
24 S 0.787 -1.454 0.087  C10 1.746, C13 1.770
25 H -1.349 1.474 -0.284  N9 1.010
26 H 0.448 5.397 0.736  C2 1.091
27 H 1.527 5.608 2.123  C2 1.091
28 H -1.312 4.482 2.257  C1 1.087
29 H -0.849 6.122 2.719  C1 1.087
30 H -0.248 4.743 3.642  C1 1.088

SMILES string: CCCOC(=O)Nc1nnc(CCC)s1
Energy above the lowest of the compared OMol25 structures with the same formula, charge and spin (eV): 0.627
Frontier orbital gap (eV): 9.7


2.
Formula: C9H15N3O4
Source: the Open Molecules 2025 dataset
Level of theory: ωB97M-V/def2-TZVPD

Bonds (Å) are listed after each position.
Element x y z (Å)
1 C -2.571 0.148 -0.085  C2 1.600, H13 1.132, H14 1.136, H15 1.150
2 C -2.015 -1.037 -1.005  C1 1.600, C3 1.603, H16 1.133, H17 1.149
3 C -1.650 -2.394 -0.235  C2 1.603, O4 1.448, H18 1.141, H19 1.149
4 O -1.882 -2.376 1.194  C3 1.448, C5 1.459
5 C -0.605 -2.421 1.898  O4 1.459, C6 1.582, H20 1.145, H21 1.147
6 C 0.028 -0.977 1.761  C5 1.582, C7 1.512, C12 1.525
7 C -0.173 0.157 2.742  C6 1.512, N8 1.380, H22 1.136
8 N 0.368 1.414 2.557  C7 1.380, N9 1.325, H23 1.038
9 N 1.116 1.909 1.582  N8 1.325, C10 1.386
10 C 1.379 0.903 0.666  N9 1.386, C11 1.613, C12 1.504
11 C 2.331 1.375 -0.548  C10 1.613, H24 1.135, H25 1.145, H26 1.149
12 C 0.932 -0.532 0.615  C6 1.525, C10 1.504, H27 1.127
13 H -3.115 -0.183 0.851  C1 1.132
14 H -1.733 0.894 0.092  C1 1.136
15 H -3.350 0.709 -0.717  C1 1.150
16 H -2.744 -1.257 -1.844  C2 1.133
17 H -1.059 -0.638 -1.504  C2 1.149
18 H -0.583 -2.678 -0.524  C3 1.141
19 H -2.339 -3.209 -0.662  C3 1.149
20 H -0.849 -2.610 3.000  C5 1.145
21 H 0.067 -3.249 1.474  C5 1.147
22 H -0.800 -0.046 3.667  C7 1.136
23 H 0.163 2.108 3.300  N8 1.038
24 H 3.429 1.371 -0.262  C11 1.135
25 H 1.977 2.414 -0.873  C11 1.145
26 H 2.121 0.694 -1.449  C11 1.149
27 H 1.257 -1.211 -0.224  C12 1.127
28 N 2.575 2.682 -3.868  O29 1.242, O30 1.249, O31 1.250
29 O 2.000 3.413 -4.692  N28 1.242
30 O 3.346 3.179 -3.021  N28 1.249
31 O 2.380 1.448 -3.884  N28 1.250

Energy above the lowest of the compared OMol25 structures with the same formula, charge and spin (eV): 11.054
Frontier orbital gap (eV): 3.7


3.
Formula: C9H15N3O4
Source: the Open Molecules 2025 dataset
Level of theory: ωB97M-V/def2-TZVPD

Bonds (Å) are listed after each position.
Element x y z (Å)
1 C -0.341 1.390 1.204  C2 1.539, C3 1.695, H11 1.151, N25 1.485
2 C -1.449 0.336 1.031  C1 1.539, N26 1.415, O28 1.254
3 C -0.893 2.652 0.216  C1 1.695, C4 1.487, H12 1.109, H13 1.065
4 C 0.359 3.234 -0.336  C3 1.487, C5 1.598, H14 1.117, H15 1.124
5 C 1.238 1.921 -0.577  C4 1.598, H16 1.205, H17 1.101, N25 1.533
6 C -0.213 -1.169 -0.671  C7 1.586, C8 1.464, H19 1.112, N26 1.450
7 C -0.751 -0.880 -2.135  C6 1.586, O29 1.210, O31 1.332
8 C 0.372 -2.492 -0.451  C6 1.464, C9 1.594, H20 1.052, H21 1.055
9 C 1.642 -2.572 0.510  C8 1.594, N27 1.381, O30 1.219
10 H 1.445 0.422 1.364  N25 1.049
11 H -0.635 1.694 2.274  C1 1.151
12 H -1.533 3.413 0.707  C3 1.109
13 H -1.466 2.244 -0.585  C3 1.065
14 H 0.860 4.032 0.264  C4 1.117
15 H 0.093 3.613 -1.360  C4 1.124
16 H 2.383 2.201 -0.826  C5 1.205
17 H 0.745 1.463 -1.449  C5 1.101
18 H -1.851 -1.562 0.699  N26 1.008
19 H 0.567 -0.401 -0.476  C6 1.112
20 H -0.317 -3.155 -0.011  C8 1.052
21 H 0.681 -2.951 -1.349  C8 1.055
22 H 0.385 -3.775 1.698  N27 1.076
23 H 2.010 -3.431 2.367  N27 0.993
24 H -2.346 -0.410 -1.234  O31 0.923
25 N 0.981 1.022 0.638  C1 1.485, C5 1.533, H10 1.049
26 N -1.167 -0.891 0.384  C2 1.415, C6 1.450, H18 1.008
27 N 1.327 -3.254 1.669  C9 1.381, H22 1.076, H23 0.993
28 O -2.623 0.615 1.372  C2 1.254
29 O -0.104 -0.968 -3.153  C7 1.210
30 O 2.619 -1.872 0.310  C9 1.219
31 O -2.017 -0.470 -2.094  C7 1.332, H24 0.923

SMILES string: NC(=O)C[C@H](NC(=O)[C@@H]1CCCN1)C(=O)O
Energy above the lowest of the compared OMol25 structures with the same formula, charge and spin (eV): 2.760
Frontier orbital gap (eV): 9.2


4.
Formula: C9H15N4
Source: the Open Molecules 2025 dataset
Level of theory: ωB97M-V/def2-TZVPD

Bonds (Å) are listed after each position.
Element x y z (Å)
1 C -3.329 1.254 0.341  N10 1.131
2 C -2.319 -1.524 0.508  C9 1.344, N11 1.159
3 C 1.265 -1.259 0.365  C5 1.561, N12 1.412, H14 1.122, H15 1.079
4 C 1.185 1.169 0.496  C6 1.571, N12 1.438, H16 1.076, H17 1.112
5 C 0.266 -1.040 -0.814  C3 1.561, N13 1.463, H18 1.114, H19 1.142
6 C -0.079 1.369 -0.414  C4 1.571, N13 1.504, H20 1.145, H21 1.138
7 C 3.108 -0.179 1.266  N12 1.450, H22 1.071, H23 1.041, H24 1.010
8 C -1.587 0.223 -1.784  N13 1.516, H25 1.086, H26 1.056, H27 1.076
9 C -1.611 -0.381 0.494  C2 1.344, N13 1.439, H28 1.130
10 N -4.325 1.777 0.447  C1 1.131
11 N -2.795 -2.579 0.578  C2 1.159
12 N 1.966 -0.034 0.385  C3 1.412, C4 1.438, C7 1.450
13 N -0.716 0.014 -0.560  C5 1.463, C6 1.504, C8 1.516, C9 1.439
14 H 0.755 -1.392 1.356  C3 1.122
15 H 1.949 -2.087 0.264  C3 1.079
16 H 1.808 1.987 0.180  C4 1.076
17 H 0.994 1.387 1.570  C4 1.112
18 H 0.888 -0.784 -1.701  C5 1.114
19 H -0.180 -2.082 -0.951  C5 1.142
20 H -0.773 2.257 -0.213  C6 1.145
21 H 0.247 1.571 -1.485  C6 1.138
22 H 3.487 0.821 1.324  C7 1.071
23 H 2.908 -0.497 2.236  C7 1.041
24 H 3.808 -0.822 0.926  C7 1.010
25 H -2.270 1.049 -1.609  C8 1.086
26 H -1.070 0.391 -2.690  C8 1.056
27 H -2.225 -0.604 -2.041  C8 1.076
28 H -1.354 -0.004 1.528  C9 1.130

Total charge: +1
Energy above the lowest of the compared OMol25 structures with the same formula, charge and spin (eV): 7.067
Frontier orbital gap (eV): 5.9


5.
Formula: C9H15N5O3
Source: the Open Molecules 2025 dataset
Level of theory: ωB97M-V/def2-TZVPD

Bonds (Å) are listed after each position.
Element x y z (Å)
1 C 4.658 0.623 0.779  H2 1.085, H3 1.088, C4 1.529, H32 1.089
2 H 4.847 1.412 0.058  C1 1.085
3 H 5.279 -0.233 0.526  C1 1.088
4 C 3.187 0.208 0.749  C1 1.529, O5 1.413, C7 1.543, H31 1.103
5 O 2.972 -0.926 1.563  C4 1.413, H6 0.964
6 H 3.312 -0.732 2.444  O5 0.964
7 C 2.756 -0.146 -0.690  C4 1.543, O8 1.409, C10 1.545, H30 1.094
8 O 3.137 0.869 -1.590  C7 1.409, H9 0.965
9 H 2.683 1.684 -1.345  O8 0.965
10 C 1.244 -0.434 -0.832  C7 1.545, N11 1.449, C20 1.534, H29 1.106
11 N 0.469 0.590 -0.160  C10 1.449, C12 1.400, H28 1.013
12 C -0.907 0.342 -0.089  N11 1.400, C13 1.387, C17 1.405
13 C -1.851 1.337 0.112  C12 1.387, N14 1.328, O26 1.358
14 N -3.149 1.085 0.237  C13 1.328, C15 1.331
15 C -3.523 -0.190 0.161  N14 1.331, N16 1.329, N23 1.364
16 N -2.719 -1.225 -0.056  C15 1.329, C17 1.331
17 C -1.420 -0.963 -0.180  C12 1.405, N16 1.331, N18 1.362
18 N -0.574 -1.991 -0.467  C17 1.362, H19 1.008, C20 1.445
19 H -0.952 -2.915 -0.327  N18 1.008
20 C 0.840 -1.793 -0.247  C10 1.534, N18 1.445, H21 1.091, H22 1.095
21 H 1.390 -2.587 -0.755  C20 1.091
22 H 1.096 -1.808 0.817  C20 1.095
23 N -4.843 -0.463 0.372  C15 1.364, H24 1.005, H25 1.005
24 H -5.477 0.311 0.275  N23 1.005
25 H -5.157 -1.368 0.067  N23 1.005
26 O -1.467 2.638 0.172  C13 1.358, H27 0.966
27 H -2.268 3.156 0.326  O26 0.966
28 H 0.654 1.536 -0.469  N11 1.013
29 H 1.032 -0.458 -1.917  C10 1.106
30 H 3.311 -1.034 -1.007  C7 1.094
31 H 2.558 1.042 1.103  C4 1.103
32 H 4.931 0.976 1.772  C1 1.089

SMILES string: C[C@H](O)[C@H](O)[C@H]1CNc2nc(N)nc(O)c2N1
Energy above the lowest of the compared OMol25 structures with the same formula, charge and spin (eV): 0.141
Frontier orbital gap (eV): 7.9


6.
Formula: C9H15N6
Source: the Open Molecules 2025 dataset
Level of theory: ωB97M-V/def2-TZVPD

Bonds (Å) are listed after each position.
Element x y z (Å)
1 C 1.151 -1.367 -3.635  C2 1.382, C4 1.410, H16 1.079
2 C 2.280 -0.573 -3.579  C1 1.382, N10 1.340, H17 1.078
3 C 0.569 -0.753 -1.342  C4 1.441, C5 1.354, N11 1.361
4 C 0.261 -1.480 -2.547  C1 1.410, C3 1.441, N13 1.337
5 C 1.712 -0.052 -1.529  C3 1.354, N10 1.241
6 C -2.674 0.246 1.211  N14 1.445, H18 1.087, H19 1.089, H20 1.096
7 C -1.397 1.949 2.371  N14 1.446, H21 1.098, H22 1.088, H23 1.088
8 C 2.098 1.273 1.663  N15 1.415, H24 1.093, H25 1.093, H26 1.090
9 C -0.470 -0.284 2.073  N12 1.534, N14 1.395, H27 1.092, H28 1.092
10 N 2.529 0.104 -2.450  C2 1.340, C5 1.241
11 N -0.138 -0.824 -0.181  C3 1.361, N12 1.286
12 N 0.359 -0.143 0.790  C9 1.534, N11 1.286, N15 1.265
13 N -0.852 -2.222 -2.577  C4 1.337, H29 1.004, H30 1.007
14 N -1.596 0.538 2.127  C6 1.445, C7 1.446, C9 1.395
15 N 1.390 0.579 0.653  C8 1.415, N12 1.265
16 H 0.941 -1.920 -4.538  C1 1.079
17 H 2.984 -0.466 -4.388  C2 1.078
18 H -2.836 -0.828 1.169  C6 1.087
19 H -3.581 0.720 1.584  C6 1.089
20 H -2.481 0.618 0.198  C6 1.096
21 H -1.069 2.493 1.475  C7 1.098
22 H -2.342 2.377 2.700  C7 1.088
23 H -0.667 2.087 3.167  C7 1.088
24 H 1.606 2.218 1.909  C8 1.093
25 H 2.209 0.680 2.575  C8 1.093
26 H 3.087 1.499 1.265  C8 1.090
27 H -0.767 -1.335 2.064  C9 1.092
28 H 0.202 -0.076 2.907  C9 1.092
29 H -1.075 -2.779 -3.382  N13 1.004
30 H -1.431 -2.278 -1.756  N13 1.007

Total charge: +1
Energy above the lowest of the compared OMol25 structures with the same formula, charge and spin (eV): 1.452
Frontier orbital gap (alpha / beta) (eV): 6.4 / 6.1
Multiplicity: 3


7.
Formula: C9H15O
Source: the Open Molecules 2025 dataset
Level of theory: ωB97M-V/def2-TZVPD

Bonds (Å) are listed after each position.
Element x y z (Å)
1 C 0.527 0.227 -0.195  C2 1.463, C4 1.539, O10 1.286
2 C 1.900 -0.246 -0.373  C1 1.463, C3 1.293, H11 1.113
3 C 2.860 0.607 -0.226  C2 1.293, C8 1.482, H12 1.101
4 C -0.518 -0.880 -0.419  C1 1.539, C7 1.574, H13 1.168, H14 1.136
5 C -2.080 1.031 0.564  C6 1.509, C7 1.641, H15 1.095, H16 1.095
6 C -1.134 2.154 0.213  C5 1.509, O10 1.611, H17 1.094, H18 1.100
7 C -1.970 -0.273 -0.424  C4 1.574, C5 1.641, C9 1.603, H19 1.118
8 C 4.294 0.249 -0.108  C3 1.482, H20 1.068, H21 1.063, H22 1.122
9 C -3.027 -1.418 -0.046  C7 1.603, H23 1.116, H24 1.067, H25 1.079
10 O 0.317 1.471 0.053  C1 1.286, C6 1.611
11 H 2.011 -1.350 -0.459  C2 1.113
12 H 2.492 1.643 -0.282  C3 1.101
13 H -0.105 -1.528 -1.300  C4 1.168
14 H -0.446 -1.593 0.462  C4 1.136
15 H -1.896 0.692 1.588  C5 1.095
16 H -3.119 1.251 0.295  C5 1.095
17 H -1.224 2.746 -0.702  C6 1.094
18 H -1.102 2.868 1.050  C6 1.100
19 H -2.366 -0.045 -1.445  C7 1.118
20 H 4.638 0.348 0.899  C8 1.068
21 H 4.854 0.719 -0.879  C8 1.063
22 H 4.297 -0.861 -0.276  C8 1.122
23 H -2.755 -2.052 0.831  C9 1.116
24 H -3.120 -2.163 -0.805  C9 1.067
25 H -4.015 -0.993 0.045  C9 1.079

Total charge: +1
Energy above the lowest of the compared OMol25 structures with the same formula, charge and spin (eV): 0.126
Frontier orbital gap (eV): 10.0


8.
Formula: C9H15O2
Source: the Open Molecules 2025 dataset
Level of theory: ωB97M-V/def2-TZVPD

Bonds (Å) are listed after each position.
Element x y z (Å)
1 C -0.384 -1.931 -0.093  C2 1.659, C7 1.560, H12 1.049, H13 1.120
2 C 1.206 -1.455 -0.088  C1 1.659, C8 1.404, H14 1.085, H15 1.018
3 C -1.311 -0.015 -1.442  C5 1.524, C7 1.531, H16 1.025, H17 1.091
4 C 1.622 0.539 1.404  C6 1.518, C8 1.404, H18 1.243, H19 1.119
5 C -1.240 1.426 -0.951  C3 1.524, C9 1.555, H20 1.128, H21 1.089
6 C 0.933 1.487 0.440  C4 1.518, C9 1.597, H22 1.039, H23 1.106
7 C -1.440 -0.784 -0.124  C1 1.560, C3 1.531, O11 1.399, H24 1.046
8 C 1.476 -0.833 1.141  C2 1.404, C4 1.404, H25 1.213
9 C -0.651 1.288 0.482  C5 1.555, C6 1.597, O10 1.411, O11 1.435
10 O -1.034 2.323 1.362  C9 1.411, H26 0.959
11 O -1.138 0.031 0.972  C7 1.399, C9 1.435
12 H -0.509 -2.655 -0.842  C1 1.049
13 H -0.510 -2.632 0.771  C1 1.120
14 H 1.577 -2.474 -0.046  C2 1.085
15 H 1.540 -0.899 -0.872  C2 1.018
16 H -2.065 -0.281 -2.084  C3 1.025
17 H -0.274 -0.298 -1.627  C3 1.091
18 H 2.863 0.513 1.350  C4 1.243
19 H 1.502 0.948 2.438  C4 1.119
20 H -0.636 2.087 -1.636  C5 1.128
21 H -2.291 1.713 -0.968  C5 1.089
22 H 1.169 2.477 0.653  C6 1.039
23 H 1.252 1.399 -0.616  C6 1.106
24 H -2.384 -1.154 0.132  C7 1.046
25 H 1.585 -1.425 2.194  C8 1.213
26 H -1.955 2.591 1.357  O10 0.959

Total charge: +1
Energy above the lowest of the compared OMol25 structures with the same formula, charge and spin (eV): 1.101
Frontier orbital gap (eV): 8.5


Number 1: molar mass 229.305 g mol⁻¹. Number 2: molar mass 229.236 g mol⁻¹. Number 3: molar mass 229.236 g mol⁻¹. Number 4: molar mass 179.247 g mol⁻¹. Number 5: molar mass 241.251 g mol⁻¹. Number 6: molar mass 207.261 g mol⁻¹. Number 7: molar mass 139.218 g mol⁻¹. Number 8: molar mass 155.217 g mol⁻¹.